This record from the Open Molecules 2025 dataset describes a cluster of 3 separate species, C6H16NO in total at a distorted geometry. The level of theory is ωB97M-V/def2-TZVPD.

Geometry as ORCA input:
```
! wB97M-V def2-TZVPD RIJCOSX def2/J DEFGRID3
* xyz 1 1
C 3.2891 1.9649 -0.1794
C -2.6228 1.2694 0.0684
C -0.8895 -2.0138 -1.5018
C -0.4882 -2.7548 0.6917
C 2.4469 1.0712 0.6213
C -0.3631 1.9756 0.5849
N -1.1789 1.0723 0.2691
O -0.6709 -1.7224 -0.1937
H 4.2586 1.6046 0.1315
H 3.1808 2.1220 -1.2237
H 3.3112 2.9024 0.4013
H -2.9528 2.2588 0.1684
H -2.8986 0.7758 -0.8664
H -2.8949 0.7194 0.8634
H -1.9893 -2.2985 -1.7432
H -0.5768 -1.2380 -2.1866
H -0.5344 -3.0817 -1.7332
H -1.2563 -3.5233 0.6132
H 0.5262 -3.2506 0.4910
H -0.3937 -2.3486 1.7734
H 1.8945 0.2632 0.1706
H 2.2873 1.1750 1.7096
H -0.6403 2.9301 0.8354
H -0.8440 0.1272 0.2349
*
```

Summary:
HOMO (alpha / beta)	-12.20 / -13.18	eV
lowest unoccupied orbital energy (alpha / beta)	-5.518 / -4.552	eV
E	-10006.4599	eV
ΔE to the lowest compared entry with this formula, charge and spin	661.2	kJ/mol
max |F|	5.2	eV/Å
gap between HOMO and LUMO (alpha / beta)	0.2457 / 0.3171	Eh

---

This record from the Open Molecules 2025 dataset describes a structure of composition C3H6N2O2 at a distorted geometry. The level of theory is ωB97M-V/def2-TZVPD.

Geometry as ORCA input:
```
! wB97M-V def2-TZVPD RIJCOSX def2/J DEFGRID3
* xyz 0 1
C 0.8602 -1.4619 0.1929
C 1.0139 0.0266 -0.4143
C -1.1530 1.3013 0.2570
N 0.2505 1.1740 0.1856
N -1.6180 0.1771 -0.0815
O -2.6838 -0.2645 -0.4254
O -0.6016 -1.2609 0.1581
H 1.0944 -2.1814 -0.5391
H 1.1471 -1.5170 1.1366
H 1.9754 0.3671 -0.4160
H 0.7737 -0.0780 -1.4121
H -1.7911 2.2688 0.3448
H 0.7323 1.4487 1.0133
*
```

Summary:
HOMO (alpha / beta)	-8.51 / -8.52	eV
lowest unoccupied orbital energy (alpha / beta)	-0.038 / -0.038	eV
E	-10276.5727	eV
ΔE to the lowest compared entry with this formula, charge and spin	793.6	kJ/mol
max |F|	8.8	eV/Å
gap between HOMO and LUMO (alpha / beta)	0.3115 / 0.3115	Eh

---

This record from the Open Molecules 2025 dataset describes a cluster of 2 separate species, C6H11N4OS in total at a distorted geometry. The level of theory is ωB97M-V/def2-TZVPD.

Geometry as ORCA input:
```
! wB97M-V def2-TZVPD RIJCOSX def2/J DEFGRID3
* xyz -1 3
C 0.8326 1.5684 1.0727
C 1.2167 0.2934 1.4287
C 0.2348 1.4702 -0.2246
C 1.8786 -2.2594 -1.0318
C -0.6268 -2.2406 -0.4036
C 0.8347 -1.9885 0.0260
N 0.3066 0.2343 -0.6342
N 0.8892 -0.4978 0.2716
N -3.1039 3.0087 0.6093
N -0.3146 2.4598 -0.9505
O -0.6961 3.5291 -0.3055
S -3.2785 1.4267 0.1273
H 0.9576 2.3244 1.7207
H 1.6896 -0.1805 2.2421
H 2.3893 -3.2628 -0.9174
H 2.7453 -1.5064 -0.9202
H 1.8237 -2.1807 -2.0808
H -1.2783 -1.5287 0.1606
H -0.9251 -3.3241 -0.2756
H -0.6666 -1.9091 -1.4441
H 1.1780 -2.4381 0.9260
H -3.8600 3.5818 0.2878
H -2.2270 3.4198 0.3157
*
```

Summary:
HOMO (alpha / beta)	-1.91 / -2.84	eV
lowest unoccupied orbital energy (alpha / beta)	3.392 / 2.984	eV
E	-25239.7231	eV
<S²>	2.017
max |F|	4.2	eV/Å
gap between HOMO and LUMO (alpha / beta)	0.1948 / 0.2141	Eh

---

This record from the Open Molecules 2025 dataset describes a structure of composition C46H50AsBIN5O3S3W at a distorted geometry. The level of theory is ωB97M-V/def2-TZVPD.

Geometry as ORCA input:
```
! wB97M-V def2-TZVPD RIJCOSX def2/J DEFGRID3
* xyz 0 1
W -0.2590 0.2837 1.0012
S 1.9546 0.9869 1.1642
C 2.1288 2.2707 0.0806
C 3.3224 3.0432 0.2021
N 4.2174 3.7643 0.3677
C 1.2639 2.5389 -0.9143
S -0.0913 1.4948 -1.1657
C 1.5186 3.4877 -1.9344
N 1.6543 4.2015 -2.8149
I -1.5139 0.1472 3.4769
C -0.6581 2.3899 1.6820
H -0.1738 2.9091 0.9214
H -0.0849 2.5055 2.5616
N 6.2420 2.6961 -7.2409
C 5.7306 1.5218 -6.9410
S 5.9434 0.1826 -7.8463
C 5.0162 1.5492 -5.6449
C 5.5276 2.2295 -4.5474
C 4.9416 2.1949 -3.3171
N 3.7552 1.5158 -3.1053
C 3.3031 0.8794 -4.1242
C 3.8895 0.8063 -5.4268
H 6.9175 2.7866 -8.0258
H 6.2931 3.4775 -6.6056
H 6.3979 2.8862 -4.6705
H 5.3225 2.7425 -2.4744
H 2.2433 0.5057 -3.9586
H 3.4809 0.1563 -6.2476
C -2.6680 -0.2798 -0.9790
O -1.7711 -0.2987 0.0905
H -2.7604 0.7233 -1.3211
H -3.5908 -0.6537 -0.5517
H -2.3281 -0.9657 -1.7826
C -6.4979 7.4429 2.1373
C -7.1679 6.0033 2.2791
C -7.7095 5.9549 3.7516
C -8.4122 5.9373 1.3476
C -6.1619 4.9336 2.1184
C -6.6063 3.7862 1.5365
C -5.7441 2.7234 1.1535
C -4.3424 2.9086 1.3289
O -3.1671 2.1532 0.9441
B -2.1872 2.8729 1.5909
O -2.5858 4.1092 2.1050
C -3.9355 4.0264 2.0165
C -4.8032 5.0804 2.4190
H -7.1854 8.3034 2.2768
H -6.1992 7.5277 1.0917
H -5.6779 7.6050 2.9055
H -8.6095 6.5621 3.8863
H -7.0145 6.2374 4.4746
H -8.0886 4.9275 3.9138
H -8.9381 6.8618 1.4955
H -9.1854 5.1451 1.4287
H -7.9700 6.0321 0.3550
H -7.6679 3.7358 1.2475
H -6.1248 1.8636 0.6489
H -4.2509 5.9447 2.7911
C -1.1726 -8.1439 0.8450
C -0.7078 -6.7188 0.6525
C 0.5565 -6.3612 1.2052
C 1.0934 -5.0672 0.9854
C 2.4825 -4.8261 1.4420
C 0.2545 -4.1061 0.2620
As 0.6324 -2.2052 -0.0666
N 0.5321 -1.3927 1.6926
C 0.7140 -2.0209 2.9611
C 1.5471 -1.4637 3.8926
C 1.7333 -2.0942 5.1137
C 0.9595 -3.1739 5.4195
C -0.0103 -3.6592 4.5483
C -0.0829 -3.1401 3.2656
C 2.5409 -2.1596 -0.7288
C 3.6933 -1.8201 -0.0418
C 3.8557 -1.8365 1.4918
C 4.8537 -1.5900 -0.8013
C 4.8723 -1.6610 -2.2223
C 6.0920 -1.1957 -3.0166
C 3.6572 -2.0447 -2.8818
C 2.4752 -2.3191 -2.1543
C 1.2346 -2.8196 -2.8916
C -1.0191 -4.5107 -0.2480
C -2.0490 -3.6129 -0.8805
C -1.4683 -5.8172 -0.0037
H -0.6744 -8.6978 -0.0334
H -2.2610 -8.3248 0.7438
H -0.6884 -8.6565 1.6407
H 1.1049 -7.0518 1.7892
H 2.7820 -5.7118 2.0023
H 2.6226 -3.8860 2.0533
H 3.1704 -4.8188 0.5675
H 2.0587 -0.5022 3.6773
H 2.3572 -1.5573 5.7874
H 1.1510 -3.6528 6.3376
H -0.5742 -4.5184 4.9346
H -0.8874 -3.4536 2.6465
H 4.7074 -2.4371 1.8195
H 2.9285 -2.0033 1.9704
H 4.1712 -0.7887 1.7981
H 5.7335 -1.2389 -0.2809
H 6.2890 -1.9273 -3.8564
H 6.9575 -1.0849 -2.3073
H 5.8191 -0.2575 -3.5348
H 3.7262 -1.9326 -3.9445
H 1.3936 -2.8642 -4.0093
H 0.3457 -2.1941 -2.6915
H 0.9209 -3.8549 -2.5581
H -2.9088 -4.2071 -1.1143
H -1.7558 -3.2207 -1.8852
H -2.2130 -2.7466 -0.1784
H -2.4783 -6.0075 -0.3657
*
```

Summary:
HOMO (alpha / beta)	-8.14 / -8.14	eV
lowest unoccupied orbital energy (alpha / beta)	-1.169 / -1.168	eV
E	-166053.8266	eV
ΔE to the lowest compared entry with this formula, charge and spin	0.0	kJ/mol
max |F|	3.9	eV/Å
gap between HOMO and LUMO (alpha / beta)	0.2563 / 0.2563	Eh

---

This record from the Open Molecules 2025 dataset describes an isolated molecule of C4H4N2 at a distorted geometry. The level of theory is ωB97M-V/def2-TZVPD.

Geometry as ORCA input:
```
! wB97M-V def2-TZVPD RIJCOSX def2/J DEFGRID3
* xyz 0 1
C -1.1976 -0.7459 0.5395
N -0.7077 0.0802 1.3681
C 0.3933 0.6274 0.6061
C 0.8565 -0.4144 -0.4087
C 0.1188 0.6989 -0.8632
N -0.5194 -0.7827 -0.7449
H -2.0637 -1.3715 0.7473
H 1.0148 1.3744 1.0840
H 1.7405 -0.9411 -0.7255
H 0.3644 1.4746 -1.6027
*
```

Summary:
HOMO	-10.03	eV
lowest unoccupied orbital energy	1.098	eV
E	-7189.1383	eV
ΔE to the lowest compared entry with this formula, charge and spin	342.5	kJ/mol
max |F|	1.2	eV/Å
SMILES string	C1=N[C@H]2[C@@H]3[C@H]2N13
gap between HOMO and LUMO	0.4091	Eh

---

This record from the Open Molecules 2025 dataset describes a structure of composition C5H10N2O at a distorted geometry. The level of theory is ωB97M-V/def2-TZVPD.

Geometry as ORCA input:
```
! wB97M-V def2-TZVPD RIJCOSX def2/J DEFGRID3
* xyz 0 1
C -1.3258 0.3181 -0.4486
C -1.4801 0.1794 1.0416
C 0.9070 -0.4973 -0.5768
C 1.1114 0.8501 -1.0275
N 1.5759 -1.0868 0.4167
N 1.5640 1.7058 -0.1350
C -0.2233 -1.2749 -1.0871
O -0.5189 -2.3655 -0.5253
H 1.2316 -2.0259 0.6281
H 2.2940 -0.6314 0.9547
H 1.3168 1.7150 0.8577
H 2.0099 2.5531 -0.4633
H -0.4641 -1.0740 -2.1396
H -1.2414 1.3442 -0.8006
H -2.1621 -0.1077 -0.9973
H -0.6791 0.6744 1.5991
H -1.4835 -0.8776 1.3241
H -2.4325 0.6009 1.3791
*
```

Summary:
HOMO	-7.82	eV
lowest unoccupied orbital energy	0.051	eV
E	-10370.5952	eV
ΔE to the lowest compared entry with this formula, charge and spin	454.5	kJ/mol
max |F|	1.5	eV/Å
gap between HOMO and LUMO	0.2892	Eh

---

This record from the Open Molecules 2025 dataset describes a cluster of 11 separate species, C26H79N17O11 in total at a distorted geometry. The level of theory is ωB97M-V/def2-TZVPD.

Geometry as ORCA input:
```
! wB97M-V def2-TZVPD RIJCOSX def2/J DEFGRID3
* xyz 0 1
C -1.2887 3.4636 3.2591
O -0.9682 2.7645 4.4565
C -0.6946 1.3882 4.2453
C -0.9776 0.6623 5.5784
C -0.7281 -0.8355 5.5990
N -2.3913 0.9637 5.9130
H -1.4604 4.4977 3.5504
H -2.1004 3.0473 2.6599
H -0.3675 3.4887 2.6619
H -1.4022 1.0301 3.4917
H 0.3128 1.0542 3.9706
H -0.3350 1.1226 6.3399
H 0.3148 -0.8833 5.2765
H -1.4558 -1.4142 5.0333
H -0.7825 -1.2365 6.6129
H -2.5630 1.9647 5.8761
H -2.4729 0.8244 6.9203
C 2.3650 0.3709 -4.1091
O 3.4749 1.0510 -4.6560
C 3.3009 2.4245 -4.9474
C 4.2467 2.9677 -6.0312
C 4.2256 2.2259 -7.3487
N 5.6174 3.0451 -5.5198
H 1.5450 0.3204 -4.8356
H 1.9913 0.8676 -3.2107
H 2.6663 -0.6569 -3.9360
H 2.2484 2.6649 -5.1468
H 3.4967 2.9252 -3.9876
H 3.9620 4.0000 -6.2588
H 4.6779 2.7896 -8.1659
H 3.2661 1.7994 -7.6352
H 4.9153 1.3714 -7.3321
H 6.0537 2.1533 -5.7153
H 5.6618 3.2728 -4.5382
C 0.7655 -7.4447 5.3316
O 0.0318 -6.8578 4.3128
C 0.6954 -6.2727 3.2193
C 1.3545 -4.9462 3.5186
C 0.5325 -3.9517 4.3533
N 1.7540 -4.1204 2.3309
H 0.8782 -6.8000 6.2123
H 1.7220 -7.9121 5.0781
H 0.2107 -8.2797 5.7784
H 1.3895 -6.9310 2.6865
H -0.1286 -5.9482 2.5736
H 2.2604 -4.9961 4.1374
H -0.3234 -3.6075 3.7694
H 1.1210 -3.0737 4.6257
H 0.3422 -4.3273 5.3630
H 0.9048 -3.6657 2.0117
H 1.9754 -4.9025 1.7131
C -1.7224 1.4790 -1.5419
O -0.5504 1.3814 -0.7426
C -0.5774 0.2074 0.0724
C 0.7797 0.2197 0.7965
C 1.8445 0.5330 -0.2410
N 0.9643 -1.0381 1.4999
H -2.5519 0.9499 -1.0686
H -1.7037 1.0473 -2.5499
H -1.9631 2.5331 -1.6738
H -1.3792 0.3630 0.8005
H -0.7910 -0.6849 -0.5236
H 0.7402 1.0982 1.4488
H 2.7815 0.0300 -0.0038
H 1.8820 1.6030 -0.4230
H 1.5202 0.1009 -1.1942
H 0.6744 -1.7962 0.8799
H 1.9529 -1.1989 1.6626
C 3.4077 -3.0997 -0.6848
O 4.5816 -2.4250 -1.0200
C 4.5878 -1.6009 -2.1670
C 5.8819 -0.7308 -1.9753
C 5.8692 0.0420 -0.6487
N 6.0323 0.2494 -3.0477
H 2.6386 -2.4067 -0.3197
H 3.6268 -3.7228 0.1817
H 2.9479 -3.6953 -1.4820
H 4.7205 -2.2565 -3.0378
H 3.6505 -1.0394 -2.1871
H 6.6431 -1.4998 -2.1046
H 4.8851 0.3944 -0.3416
H 6.6259 0.8230 -0.6024
H 6.1684 -0.6320 0.1607
H 5.2173 0.8323 -3.2055
H 6.0630 -0.3372 -3.8806
N -5.2835 1.6099 -1.7172
C -6.4229 1.6963 -0.9604
N -6.8948 2.9238 -0.6710
O -7.0488 0.6758 -0.6577
H -5.0805 2.3312 -2.3874
H -5.0516 0.6503 -1.9241
H -7.8659 3.0514 -0.4599
H -6.3504 3.7722 -0.7570
N -5.8866 1.0581 3.7068
C -4.8673 1.5665 2.9741
N -3.9821 0.5983 2.5679
O -4.8596 2.7120 2.5442
H -5.8188 0.1581 4.1378
H -6.6685 1.6778 3.8179
H -3.1497 0.8306 2.0627
H -4.0829 -0.3266 2.9397
N -2.9002 4.8920 -1.8699
C -3.9751 4.8407 -1.0538
N -3.7136 4.2384 0.1204
O -5.0957 5.2507 -1.3786
H -2.9569 5.3989 -2.7331
H -2.1286 4.2937 -1.6641
H -2.8043 3.9587 0.4483
H -4.2858 4.4827 0.9157
N 1.0545 4.1119 -0.1846
C 0.5570 5.3529 0.0022
N 1.3941 6.3425 0.3932
O -0.6600 5.4998 -0.1398
H 2.0296 3.8862 -0.2253
H 0.2589 3.5451 -0.4476
H 2.3876 6.2095 0.3926
H 0.9878 7.2439 0.5627
N -2.1241 -3.7191 -0.8788
C -1.0783 -4.2326 -0.1801
N -1.0648 -5.5861 -0.1410
O -0.1832 -3.5562 0.3325
H -2.8357 -4.2939 -1.2876
H -2.2310 -2.7178 -0.9172
H -1.8969 -6.0974 -0.3683
H -0.3019 -6.0309 0.3358
N -1.8954 -1.8391 -3.8650
C -3.1606 -1.7341 -3.4104
N -4.0881 -2.2064 -4.3170
O -3.4844 -1.2664 -2.3255
H -1.2094 -1.5004 -3.2109
H -1.7179 -2.4651 -4.6259
H -3.7853 -2.4353 -5.2452
H -5.0666 -2.0331 -4.1724
*
```

Summary:
HOMO	-8.64	eV
lowest unoccupied orbital energy	-0.016	eV
E	-76099.5475	eV
ΔE to the lowest compared entry with this formula, charge and spin	233.9	kJ/mol
max |F|	3.8	eV/Å
SMILES string	COC[C@H](C)N.COC[C@H](C)N.COC[C@H](C)N.COC[C@H](C)N.COC[C@H](C)N.NC(N)=O.NC(N)=O.NC(N)=O.NC(N)=O.NC(N)=O.NC(N)=O
gap between HOMO and LUMO	0.3168	Eh